A structure of composition C16H34O3P2PbS in a non-equilibrium geometry. Source: OMol25; level of theory: the ωB97M-V functional and the def2-TZVPD basis.

Geometry as XYZ:
```
57
Properties=species:S:1:pos:R:3:nbo_charge:R:1
P 0.36583 -2.09226 -1.88508 1.53
P 0.18174 1.92265 -1.24839 1.58
C 0.12153 -0.52719 -2.67736 -0.55
C 0.99949 0.63425 -2.26758 -0.80
H -1.37873 -0.33730 -2.31022 0.23
H 0.11969 -0.66509 -3.77160 0.27
H 1.92709 0.32048 -1.74445 0.25
H 1.30267 1.18990 -3.17547 0.29
C -0.29203 3.24968 -2.40804 -0.96
H -0.66534 4.09977 -1.81492 0.28
H -1.05140 2.91871 -3.14624 0.27
H 0.62356 3.57189 -2.95089 0.27
C 1.42389 2.57793 -0.15936 -1.02
H 1.84200 3.47272 -0.64730 0.30
H 2.26810 1.86171 -0.06760 0.25
H 1.03007 2.85418 0.83015 0.32
C -0.74049 -3.15791 -2.86459 -0.95
H -1.00847 -4.05188 -2.29083 0.28
H -0.22644 -3.43924 -3.78690 0.26
H -1.65829 -2.61158 -3.12552 0.27
C 1.99436 -2.79509 -1.75304 -0.98
H 2.74240 -1.99267 -1.74406 0.27
H 2.16757 -3.44103 -2.62881 0.30
H 2.07235 -3.40410 -0.84272 0.29
Pb 3.01516 0.72606 1.97921 1.22
C -1.45686 1.18652 -0.70563 -0.50
C -2.15669 0.31686 -1.75869 -0.34
C -3.33092 -0.48377 -1.25046 -0.42
C -3.14257 -1.49566 -0.06798 -0.49
C -2.02841 -2.41951 -0.13072 -0.06
C -0.63742 -2.05182 -0.30024 -0.57
C -0.15282 -0.72069 0.44629 -0.41
C -1.09406 0.48502 0.59954 -0.45
C 2.39284 -1.20971 2.88559 -1.18
H -2.13198 2.03527 -0.50742 0.28
H -2.51090 0.97815 -2.58821 0.24
H -3.86289 -0.97767 -2.08166 0.25
H -4.04309 0.26590 -0.87402 0.24
H -3.18724 -0.90664 0.85954 0.23
H -4.05245 -2.11860 -0.00773 0.26
H -2.20936 -3.47506 0.10759 0.22
H -0.06047 -2.89668 0.13872 0.26
H 0.78502 -0.37414 -0.04665 0.16
H 0.14431 -0.98790 1.47836 0.27
H -1.97345 0.17657 1.16712 0.25
H -0.58699 1.20618 1.26647 0.26
H 2.94323 -1.28546 3.83649 0.27
H 2.75617 -2.01363 2.22379 0.20
H 1.31705 -1.31446 3.08298 0.24
C 1.19686 2.84508 5.41938 -0.87
S 1.54717 1.48765 4.33764 2.35
O 3.06345 1.44630 4.25755 -0.99
O 0.90842 0.31163 4.87448 -0.92
O 1.03610 1.88322 2.96598 -1.06
H 1.53387 2.49745 6.40060 0.27
H 0.11464 2.96755 5.37639 0.25
H 1.70315 3.75750 5.09655 0.26
```

Orbital gap (alpha / beta)   6.025 / 7.413 eV
E_HOMO (alpha / beta)   -13.9 / -13.9 eV
Charge   +2
Relative energy (zero: lowest compared OMol25 entry of this formula, charge and spin)   0.892 eV

---

A cluster of 3 separate species, C4H14O2S2 in total in a non-equilibrium geometry. Source: OMol25; level of theory: the ωB97M-V functional and the def2-TZVPD basis.

Geometry as XYZ:
```
22
Properties=species:S:1:pos:R:3:nbo_charge:R:1
C -0.36635 1.98416 -0.22875 -0.64
C -1.48381 1.95057 0.82682 -0.54
S -1.60008 0.47032 1.94583 0.06
S 0.43311 0.49390 2.64299 0.09
C 1.11552 -0.82800 1.60576 -0.57
C 0.07270 -1.84983 0.88474 -0.61
H -0.47633 2.79233 -0.97945 0.22
H -0.11859 1.03259 -0.84892 0.23
H 0.63588 2.16279 0.25300 0.21
H -2.35167 1.57857 0.22763 0.23
H -1.40193 2.92560 1.33294 0.23
H 1.86369 -0.37123 0.93503 0.21
H 1.62314 -1.62645 2.11392 0.22
H -0.57809 -2.37201 1.50645 0.21
H 0.67795 -2.49529 0.21053 0.22
H -0.51612 -1.03714 0.22394 0.22
O -2.41112 -0.27977 -1.23356 -0.93
H -2.60757 -0.39340 -0.34273 0.46
H -3.17268 -0.59208 -1.65448 0.47
O 3.53673 -1.55232 -3.05715 -0.94
H 4.18891 -0.91353 -2.75362 0.47
H 2.93669 -1.07980 -3.61091 0.47
```

Orbital gap   8.939 eV
SMILES   CCSSCC.O.O
E_HOMO   -8.6 eV
Relative energy (zero: lowest compared OMol25 entry of this formula, charge and spin)   1.768 eV

---

The ion C9H8NO3 with charge +1 in a non-equilibrium geometry. Source: OMol25; level of theory: the ωB97M-V functional and the def2-TZVPD basis.

Geometry as XYZ:
```
21
Properties=species:S:1:pos:R:3:nbo_charge:R:1
C 1.73034 -0.93859 1.40203 -0.47
N 1.26301 -0.14966 0.29322 -0.42
C 1.81041 -0.94134 -1.22264 0.62
O 2.44175 -1.88314 -1.19992 -0.35
C 1.66406 1.46602 0.21715 0.95
O 2.72559 1.73755 0.61790 -0.43
O 0.56016 2.08406 -0.20708 -0.41
C -0.49116 1.25865 -0.24642 0.27
C -1.79033 1.74436 -0.48250 -0.24
C -2.78321 0.76237 -0.50724 -0.14
C -2.55695 -0.61676 -0.42394 -0.19
C -1.24354 -1.00338 0.01821 -0.20
C -0.22038 -0.13850 0.03514 0.02
H 1.01352 -1.30485 2.07657 0.25
H 2.45289 -1.79271 1.05298 0.25
H 2.53359 -0.34024 1.88387 0.26
H 1.14465 -0.46432 -1.98195 0.20
H -1.97393 2.80432 -0.33786 0.26
H -3.84437 1.07262 -0.72125 0.25
H -3.39485 -1.20862 -0.30309 0.24
H -1.04127 -2.14783 0.03682 0.25
```

Orbital gap   9.123 eV
SMILES   C[N@+]1(C=O)C(=O)Oc2ccccc21
E_HOMO   -13.5 eV
Charge   +1
Relative energy (zero: lowest compared OMol25 entry of this formula, charge and spin)   0.477 eV

---

A structure of composition C42H39BrCl2MoN4O6 in a non-equilibrium geometry. Source: OMol25; level of theory: the ωB97M-V functional and the def2-TZVPD basis.

Geometry as XYZ:
```
95
Properties=species:S:1:pos:R:3:mulliken_spin:R:1
Mo -0.24663 -0.94039 -0.51683 1.73
C -2.04169 1.95324 -0.96346 0.02
N -1.76286 0.65559 -1.59377 -0.03
C -3.06804 -0.01302 -1.75507 0.00
C -3.69538 -0.49680 -0.44583 -0.01
C -3.04188 -1.72615 0.19088 0.04
N -1.72434 -1.49591 0.75294 -0.03
C -1.53417 -2.01177 1.93790 0.05
C -0.32921 -2.05832 2.68526 0.00
C -0.40190 -2.63442 3.97157 0.02
C 0.70337 -2.78448 4.76896 0.00
C 1.94443 -2.35895 4.29213 0.02
C 2.05480 -1.76857 3.05410 -0.01
C 0.93723 -1.59771 2.20765 0.04
O 1.09555 -1.05756 1.03767 0.00
C -1.18338 0.91341 -2.92781 0.00
C 0.19794 1.58714 -2.95220 -0.01
C 1.38752 0.77958 -2.36548 0.05
N 0.99033 -0.57910 -2.11027 -0.06
C 1.28597 -1.43104 -3.05414 0.07
C 0.66623 -2.70711 -3.21377 0.00
C 1.25609 -3.73071 -3.96399 0.02
C 0.61123 -4.93388 -4.14453 0.00
C -0.65623 -5.12716 -3.60361 0.02
C -1.28619 -4.11991 -2.90535 -0.01
C -0.63725 -2.90047 -2.67265 0.03
O -1.23409 -1.94162 -2.01589 0.04
H -2.80559 2.49332 -1.53562 0.00
H -1.15120 2.57036 -0.91646 0.00
H -2.39496 1.81330 0.05505 0.00
H -2.95134 -0.87335 -2.41760 0.00
H -3.76266 0.68868 -2.24157 0.00
H -4.72658 -0.77348 -0.68005 0.00
H -3.74335 0.30408 0.29332 0.00
H -2.93198 -2.51539 -0.56693 -0.01
H -3.72371 -2.10084 0.96753 0.00
H -2.38532 -2.48962 2.42988 0.00
H -1.37022 -2.96928 4.31884 0.00
H 0.62345 -3.24953 5.74032 0.00
H 2.82850 -2.50359 4.89623 0.00
H 3.01645 -1.44508 2.67930 0.00
H -1.87406 1.57740 -3.47407 0.00
H -1.13620 -0.04130 -3.46674 -0.01
H 0.16955 2.54232 -2.42715 0.01
H 0.39621 1.79504 -4.00528 0.00
H 1.70478 1.24413 -1.43114 -0.02
H 2.22687 0.81898 -3.07307 0.01
H 2.01512 -1.13849 -3.81576 -0.01
H 2.23927 -3.56372 -4.38008 0.00
H 1.09230 -5.73008 -4.69085 0.00
H -1.15175 -6.07801 -3.72593 0.00
H -2.26535 -4.27025 -2.47274 0.00
Cl -2.72511 4.96140 0.06323 0.00
C -1.13334 5.21767 -0.58147 0.00
C -1.04246 5.39030 -1.95441 0.00
C 0.17966 5.62657 -2.55195 0.00
C 1.31462 5.71884 -1.76204 0.00
C 1.21088 5.53797 -0.40076 0.00
Cl 2.65536 5.63738 0.54663 0.00
C -0.00710 5.25251 0.25229 0.00
N -0.00262 5.08815 1.61517 0.00
C -0.85794 4.24383 2.37643 0.00
C -2.01982 4.77263 2.92599 0.00
C -2.86857 3.98037 3.67700 0.00
C -2.55320 2.64870 3.89213 0.00
C -1.37249 2.12927 3.39314 0.01
C -0.49678 2.91869 2.65657 0.00
C 0.78129 2.31470 2.15499 -0.01
C 0.60636 1.93883 0.67388 0.01
O 1.09323 2.66872 -0.18217 0.00
O -0.10242 0.90737 0.43530 0.02
H -1.94447 5.34096 -2.54648 0.00
H 0.25092 5.74068 -3.62171 0.00
H 2.27903 5.91651 -2.20492 0.00
H 0.94891 5.10292 1.97335 0.00
H -2.25183 5.81158 2.74777 0.00
H -3.77198 4.40146 4.09207 0.00
H -3.21571 2.01581 4.46410 0.00
H -1.10932 1.09463 3.57680 0.00
H 1.02397 1.41258 2.71827 0.00
H 1.61127 3.01904 2.21422 0.00
Br 1.93621 -5.47218 2.63119 0.00
C 2.98672 -4.36012 1.52241 0.00
C 4.33119 -4.22965 1.83446 0.00
C 5.12539 -3.37216 1.09425 0.00
C 4.57202 -2.63669 0.05562 0.00
C 3.23234 -2.78607 -0.25985 -0.01
C 2.42270 -3.65654 0.46384 0.01
C 0.97711 -3.85482 0.07581 0.00
O 0.43285 -4.92944 0.24695 0.01
O 0.39222 -2.85087 -0.47156 0.02
H 4.73706 -4.79475 2.66059 0.00
H 6.17368 -3.27394 1.33771 0.00
H 5.18095 -1.94465 -0.50984 0.00
H 2.79350 -2.22768 -1.07878 0.01
```

Orbital gap (alpha / beta)   7.562 / 7.194 eV
E_HOMO (alpha / beta)   -7.8 / -8.0 eV
Multiplicity   3
<S²>   2.0216
Relative energy (zero: lowest compared OMol25 entry of this formula, charge and spin)   1.252 eV

---

The molecule C3H7NOS in a non-equilibrium geometry. Source: OMol25; level of theory: the ωB97M-V functional and the def2-TZVPD basis.

Geometry as XYZ:
```
13
Properties=species:S:1:pos:R:3:nbo_charge:R:1
N -1.29994 -0.37606 0.40138 -0.77
C -0.07101 -0.63574 -0.01631 0.14
S 0.46835 -2.11466 -0.54767 -0.20
C 0.92632 0.51476 0.19521 -0.50
C 0.35019 1.83427 -0.24681 -0.07
O -0.65083 2.29186 0.69632 -0.76
H -2.04252 -1.04753 0.33680 0.41
H -1.46257 0.55823 0.74965 0.42
H 1.82524 0.38537 -0.43400 0.25
H 1.28434 0.51344 1.22612 0.24
H 1.17968 2.56395 -0.20460 0.18
H -0.11466 1.78314 -1.24189 0.18
H -1.08995 3.09585 0.35795 0.48
```

Orbital gap   8.609 eV
SMILES   NC(=S)CCO
E_HOMO   -8.1 eV
Relative energy (zero: lowest compared OMol25 entry of this formula, charge and spin)   0.665 eV

---

The molecule C13H12BrCl in a non-equilibrium geometry. Source: OMol25; level of theory: the ωB97M-V functional and the def2-TZVPD basis.

Geometry as XYZ:
```
27
Properties=species:S:1:pos:R:3:nbo_charge:R:1
C 1.80337 -0.56075 -1.07381 -0.18
C 1.92457 1.13096 0.60890 -0.17
C 3.16402 -0.76204 -0.98710 -0.24
C 3.26933 1.04515 0.67070 -0.25
C 1.14519 0.40562 -0.32574 -0.12
C 3.88639 0.10821 -0.12940 -0.04
C -2.57778 0.00476 -1.24580 -0.14
C -3.24803 0.56577 -0.19192 -0.27
C -1.30410 -1.28138 0.29708 -0.35
C -1.73055 -0.34080 1.43157 -0.49
C -1.17494 -0.36228 -0.98474 -0.38
C -2.85174 0.48655 1.08711 -0.16
C -0.25151 0.67447 -0.58641 0.04
Cl -0.84049 2.20504 -0.19664 0.07
Br 5.77952 -0.26166 0.04395 0.03
H 1.11385 -1.20658 -1.62446 0.21
H 1.34987 1.83458 1.14039 0.22
H 3.64188 -1.58123 -1.52949 0.24
H 3.73030 1.64592 1.33446 0.23
H -3.22349 -0.32599 -2.05913 0.21
H -4.13525 1.15912 -0.33256 0.21
H -0.26750 -1.84376 0.45433 0.22
H -2.06379 -2.02773 0.01338 0.22
H -1.95447 -0.91925 2.42863 0.23
H -0.86320 0.26501 1.77637 0.23
H -0.76122 -0.98219 -1.77807 0.23
H -3.56023 0.92449 1.75839 0.21
```

Orbital gap (alpha / beta)   6.917 / 6.865 eV
E_HOMO (alpha / beta)   -7.1 / -7.4 eV